(1)
105
Properties=species:S:1:pos:R:3:mulliken_charge:R:1 method="wB97M-V/def2-TZVPD" de_lowest_ev=0.000 smiles=CC1(C)CCCC(C)(C)N1O.CC1(C)CCCC(C)(C)N1O.CCO.CCO.CCO.CCO.CCO orbital_gap_ev=8.76 lumo_energy_ev=0.48 homo_energy_ev=-8.28 spin_multiplicity=1
C 7.4134 20.9154 3.5216 -1.716
C 7.9084 20.3746 2.1826 2.068
C 9.3508 19.8692 2.3395 -1.390
C 6.9963 19.2247 1.7593 -1.360
C 7.1009 18.8452 0.2846 -0.586
C 6.8948 20.0830 -0.5772 -1.310
C 7.8189 21.2361 -0.2526 1.979
C 9.2212 20.9401 -0.8218 -1.638
C 7.2917 22.4959 -0.9157 -2.117
N 7.7660 21.4578 1.1951 0.011
O 8.5701 22.5557 1.5986 -0.432
H 7.1136 20.0942 4.1869 0.426
H 8.2197 21.4165 4.0629 0.016
H 6.5480 21.5661 3.4344 0.449
H 9.9889 20.6436 2.7708 0.111
H 9.3666 18.9850 2.9774 0.501
H 9.7901 19.5743 1.3855 0.076
H 7.2713 18.3466 2.3590 0.445
H 5.9474 19.3867 2.0200 0.400
H 8.0545 18.3811 0.0333 0.308
H 6.2838 18.1497 0.0850 0.395
H 5.8548 20.4277 -0.5363 0.407
H 6.9993 19.7854 -1.6287 0.370
H 9.5338 19.9049 -0.6939 0.188
H 10.0338 21.5453 -0.4040 0.261
H 9.2319 21.1986 -1.8824 0.532
H 6.2803 22.7206 -0.5641 0.453
H 7.2718 22.4086 -2.0016 0.401
H 7.8844 23.3685 -0.6366 0.370
H 9.4821 22.2436 1.4686 0.322
C 19.7751 22.4385 7.7919 -1.611
C 18.7519 21.8806 8.8262 1.925
C 19.5125 21.4883 10.0961 -2.159
C 17.7332 22.9524 9.2356 -1.375
C 16.4828 23.0750 8.3348 -0.614
C 15.9036 21.7196 8.0351 -1.253
C 16.9281 20.7655 7.4330 1.945
C 16.2533 19.4101 7.3178 -2.195
C 17.2977 21.2380 6.0145 -1.610
N 18.0643 20.7006 8.3290 0.268
O 18.9685 19.6644 7.9985 -0.496
H 19.6136 23.4977 7.5745 0.293
H 20.7924 22.3696 8.1822 0.448
H 19.7512 21.8994 6.8491 0.292
H 20.3253 20.7891 9.9015 0.456
H 19.9109 22.3776 10.5888 0.443
H 18.8353 21.0081 10.8095 0.483
H 17.3984 22.8105 10.2658 0.389
H 18.2370 23.9186 9.1807 0.394
H 15.7732 23.7405 8.8298 0.426
H 16.7917 23.6229 7.4370 0.294
H 15.0520 21.7906 7.3556 0.410
H 15.5714 21.2966 8.9886 0.375
H 16.9457 18.6150 7.0235 0.481
H 15.4547 19.3828 6.5763 0.340
H 15.8349 19.0845 8.2756 0.440
H 17.5347 22.3020 5.9452 0.342
H 16.4361 21.1269 5.3456 0.067
H 18.1252 20.6711 5.5864 0.451
H 18.8372 18.9969 8.6768 0.352
C 15.4524 25.7217 0.8109 -0.795
C 16.4972 26.8071 0.8141 -0.302
O 16.6577 27.2338 2.1786 -0.525
H 14.5574 26.1556 1.2679 0.242
H 15.7346 24.8797 1.4403 0.107
H 15.2342 25.3883 -0.2018 0.414
H 16.1735 27.6656 0.2218 0.271
H 17.4468 26.4130 0.4371 0.307
H 17.4329 27.8004 2.2172 0.298
C 11.2832 23.2946 4.5970 -0.861
C 11.4031 23.8315 3.1969 -0.159
O 11.8346 22.7461 2.3516 -0.209
H 10.2996 22.8509 4.7650 0.089
H 11.3204 24.1323 5.2998 0.415
H 12.0541 22.5662 4.8319 0.123
H 12.1209 24.6560 3.1264 0.342
H 10.4536 24.2421 2.8390 0.260
H 12.0578 23.0918 1.4814 0.155
C 17.4556 18.2534 2.8673 -0.982
C 16.4920 17.4908 3.7370 0.572
O 17.1206 16.2436 4.0586 -0.553
H 17.5826 17.8677 1.8553 0.277
H 18.4639 18.2526 3.2956 0.401
H 17.2558 19.3282 2.8287 0.122
H 15.5017 17.2950 3.3223 0.304
H 16.3821 18.0876 4.6530 -0.428
H 16.4544 15.6020 4.3170 0.314
C 14.1485 18.1861 -0.2801 -1.106
C 12.7218 18.6801 -0.3415 -0.142
O 12.6136 20.0899 -0.1452 -0.483
H 14.6026 18.2867 0.7052 0.083
H 14.7793 18.6512 -1.0372 0.289
H 14.1410 17.1104 -0.5088 0.436
H 12.1147 18.2082 0.4410 0.200
H 12.2800 18.4656 -1.3127 0.429
H 13.0386 20.2971 0.7010 0.393
C 15.5592 21.4730 2.1881 -1.098
C 14.5833 20.8443 3.1590 0.986
O 13.4437 20.3117 2.4764 -0.584
H 16.4575 21.7722 2.7392 0.447
H 15.2279 22.4367 1.7866 0.126
H 15.7337 20.7965 1.3527 0.245
H 14.3178 21.6023 3.9022 0.116
H 15.0499 19.9950 3.6603 -0.501
H 12.6739 20.8792 2.6084 0.023


(2)
123
Properties=species:S:1:pos:R:3:mulliken_charge:R:1 method="wB97M-V/def2-TZVPD" orbital_gap_ev="9.39 / 2.87" charge=+1 lumo_energy_ev="-2.41 / -8.94" homo_energy_ev="-11.81 / -11.81" spin_multiplicity=2 s2=0.75
C 1.5319 -4.9100 -2.1613 -0.744
C 0.2872 -5.2100 -2.9444 0.411
O 0.5635 -5.9395 -4.0362 -0.572
H 2.2373 -4.2515 -2.6682 0.101
H 2.1712 -5.7404 -1.8618 0.410
H 1.2870 -4.5092 -1.1777 0.041
H -0.2708 -4.3041 -3.1809 -0.224
H -0.3401 -5.8541 -2.3281 0.232
H 1.5047 -5.9560 -4.2243 0.322
C -3.4761 1.1614 3.4179 -1.246
C -3.0149 2.5086 2.9341 0.536
O -3.1248 2.2610 1.5397 -0.576
H -3.1796 0.2609 2.8800 0.167
H -4.5420 1.1401 3.1909 0.330
H -3.2751 1.0839 4.4864 0.375
H -2.0122 2.6776 3.3268 -0.120
H -3.7184 3.3008 3.1903 0.369
H -2.7109 1.4222 1.3235 0.194
C -2.3262 -2.7747 -2.0882 -0.528
C -3.3304 -1.8033 -1.4733 0.118
O -4.2111 -1.2335 -2.4446 -0.693
H -1.9457 -3.6098 -1.5001 0.194
H -1.4297 -2.3145 -2.5036 -0.167
H -2.7836 -3.3964 -2.8579 0.533
H -2.8637 -0.9624 -0.9602 -0.193
H -4.0263 -2.2599 -0.7695 0.496
H -4.8105 -0.7024 -1.9153 0.350
C 2.0986 6.5644 2.8076 -0.825
C 1.9718 5.6220 3.9931 -0.321
O 0.8827 4.7796 3.6838 -0.364
H 1.8787 6.0827 1.8549 0.021
H 3.0818 7.0306 2.7431 0.367
H 1.3054 7.3118 2.7948 0.250
H 1.8161 6.0589 4.9795 0.284
H 2.9484 5.1509 4.1041 0.364
H 1.1306 3.9231 4.0397 0.198
C -0.8031 0.3342 -4.2763 -0.729
C -1.9039 0.9673 -3.5268 0.556
O -3.1107 0.7340 -4.1635 -0.208
H 0.1743 0.6218 -3.8890 0.223
H -0.8249 0.6838 -5.3085 0.458
H -0.7830 -0.7541 -4.3332 0.086
H -1.6057 2.0095 -3.4127 0.372
H -1.9229 0.4259 -2.5810 -0.299
H -3.5522 -0.0008 -3.7314 0.619
C 5.9710 -1.7171 -2.0835 -0.388
C 7.1695 -0.9312 -2.4461 0.137
N 8.1381 -0.3129 -2.6722 -0.372
H 5.6846 -1.5491 -1.0453 0.307
H 6.0158 -2.7424 -2.4508 0.284
H 5.1621 -1.2853 -2.6727 0.053
C -0.4337 -7.2159 0.3187 -0.960
C -0.5925 -5.7925 0.5155 0.376
N -0.6927 -4.6656 0.6430 -0.287
H 0.4473 -7.3052 -0.3168 0.288
H -1.2881 -7.5389 -0.2761 0.305
H -0.3417 -7.6908 1.2956 0.342
C 2.6955 4.6738 -1.1574 -0.334
C 3.7030 5.2616 -0.2733 0.288
N 4.5237 5.7549 0.4118 -0.420
H 2.0278 4.0547 -0.5583 -0.143
H 3.1630 4.0643 -1.9308 0.349
H 2.1288 5.4537 -1.6659 0.308
O 1.1950 -2.2764 -4.5291 -0.530
S 2.4492 -2.4883 -5.2042 0.962
O 3.7408 -2.0894 -4.6799 -0.590
O 2.4803 -4.0519 -5.6526 -0.095
C 3.6126 -4.5990 -6.3825 -0.359
C 3.1543 -5.7427 -7.3492 -1.126
C 2.2406 -1.8957 -6.9337 -1.250
H 4.3842 -4.8770 -5.6645 0.324
H 4.1613 -3.9203 -7.0355 0.356
H 2.4717 -6.4571 -6.8891 0.276
H 3.9561 -6.3023 -7.8309 0.398
H 2.6762 -5.2896 -8.2177 0.298
H 3.2471 -1.9027 -7.3521 0.450
H 2.0550 -0.8258 -6.8397 0.449
H 1.6499 -2.6292 -7.4825 0.336
O 0.0488 1.0934 -1.1337 -0.698
S -0.2422 0.6287 0.2105 1.707
O -1.6241 0.2886 0.4920 -0.701
O 0.8452 -0.5078 0.7479 -0.298
C 0.8578 -1.6730 -0.0668 -0.088
C 2.0518 -1.5331 -1.0611 -0.980
C 0.2373 2.0033 1.3334 -1.279
H -0.0847 -1.8833 -0.5723 0.019
H 1.0483 -2.4774 0.6437 0.253
H 2.8139 -0.8181 -0.7511 0.443
H 1.5807 -1.3645 -2.0295 0.109
H 2.7388 -2.3742 -1.1545 0.401
H -0.2474 1.9416 2.3077 0.069
H -0.0396 2.9397 0.8489 0.278
H 1.3266 1.9640 1.3356 0.573
O -4.0033 -1.7970 6.6850 -0.582
S -2.5923 -2.0278 6.7271 1.183
O -1.9955 -3.2837 7.1327 -0.604
O -2.0318 -1.5735 5.2264 -0.256
C -0.7207 -1.8573 4.8029 -0.440
C -0.7371 -2.3893 3.4046 -0.715
C -1.7586 -0.6926 7.6485 -0.960
H -0.2932 -2.6204 5.4533 0.468
H -0.2116 -0.9106 4.9836 0.289
H -0.9591 -3.4538 3.3296 0.292
H 0.2921 -2.1622 3.1269 0.217
H -1.3639 -1.8381 2.7036 0.062
H -0.8487 -1.0839 8.1035 0.330
H -2.5718 -0.3777 8.3026 0.424
H -1.5139 0.1741 7.0344 0.254
O -4.2152 7.9389 4.3342 -0.598
S -3.7527 6.5591 4.5245 1.062
O -4.5398 5.7563 5.4140 -0.594
O -3.3853 5.7668 3.1533 -0.175
C -3.1565 6.5281 2.0068 -0.325
C -2.4791 5.5067 1.0164 -0.681
C -1.9985 6.6602 5.1749 -0.904
H -2.6027 7.4553 2.1536 0.428
H -4.0779 6.8518 1.5226 0.266
H -2.5176 5.8459 -0.0188 0.459
H -2.7752 4.4593 1.0732 0.069
H -1.4215 5.4438 1.2724 0.051
H -1.3998 7.2221 4.4580 0.229
H -1.5942 5.6760 5.4112 0.270
H -2.0140 7.1963 6.1238 0.473